Entry 1:
Entry from the OMol25 dataset: a structure of composition C48H41ClGeIrN3O5 in a non-equilibrium geometry (ωB97M-V/def2-TZVPD).

- ΔE to the lowest compared entry with this formula, charge and spin: 88.78 kJ/mol
- Multiplicity: 5
- Total charge: +2
- Lowest unoccupied orbital energy (spin up / spin down): -5.851 / -9.154 eV
- HOMO (spin up / spin down): -11.12 / -11.12 eV
- Kohn-Sham gap (spin up / spin down): 5.269 / 1.965 eV

```
100
C48H41ClGeIrN3O5 ωB97M-V/def2-TZVPD
Ir -0.21737 0.06350 -0.37626
C -0.65161 1.90623 -3.43916
O 0.16759 1.64912 -2.28758
C 1.48935 1.88486 -2.37001
C 2.08627 2.49896 -3.46243
C 3.43631 2.79686 -3.42992
C 4.21034 2.50146 -2.30510
C 3.63759 1.84997 -1.24102
C 2.27890 1.49612 -1.26889
N 1.69123 0.69759 -0.26896
N 2.57988 0.12999 0.49952
C 2.32881 -0.62219 1.56319
C 1.02959 -0.72321 2.28424
O 0.05208 -0.04694 1.93154
C 0.93961 -1.59026 3.43616
C 1.99593 -2.31507 3.82716
C 3.29059 -2.23194 3.17166
C 4.36876 -2.96955 3.65185
C 5.61781 -2.85452 3.06680
C 5.79893 -1.99941 1.98155
C 4.73599 -1.27383 1.48091
C 3.46871 -1.37430 2.06914
H -0.54173 2.94010 -3.75946
H -1.67596 1.74539 -3.11683
H -0.39333 1.21433 -4.24166
H 1.50139 2.75985 -4.33286
H 3.88940 3.27791 -4.28802
H 5.25723 2.77261 -2.27495
H 4.21657 1.60339 -0.36483
H -0.00988 -1.62599 3.95573
H 1.90455 -2.97953 4.68042
H 4.22349 -3.62156 4.50585
H 6.45506 -3.41559 3.46196
H 6.77955 -1.89786 1.53485
H 4.87378 -0.61311 0.63659
C -0.93354 2.54157 2.09487
Ge -1.52245 2.24104 0.25296
C -1.04156 3.79432 -0.82201
C 0.18582 4.43067 -0.62419
C 0.48773 5.60884 -1.29575
C -0.43631 6.16205 -2.17398
C -1.65699 5.53339 -2.38345
C -1.95884 4.35421 -1.71054
C -3.50282 2.18243 0.12466
C -4.15003 1.33135 -0.74695
C -5.55171 1.21379 -0.78726
C -6.31770 1.94892 0.07597
C -5.71585 2.89400 0.93857
C -6.51293 3.71428 1.77294
C -5.95172 4.71088 2.52624
C -4.56810 4.94558 2.44922
C -3.76788 4.14399 1.67312
C -4.30413 3.06176 0.92783
H -1.18757 3.54687 2.42203
H 0.14643 2.40910 2.16219
H -1.40872 1.81754 2.75737
H 0.91622 4.00962 0.06201
H 1.43917 6.09963 -1.12842
H -0.20733 7.08830 -2.68552
H -2.38086 5.96372 -3.06472
H -2.92261 3.88249 -1.87498
H -3.57516 0.74124 -1.44321
H -6.01683 0.53719 -1.49415
H -7.39792 1.84878 0.07956
H -7.58466 3.54918 1.79254
H -6.57304 5.33529 3.15620
H -4.13271 5.77299 2.99612
H -2.71766 4.38223 1.57975
C 4.71356 -5.12812 -0.73699
C 3.42355 -5.53497 -0.10093
C 3.35457 -6.48647 0.88224
C 2.11750 -6.85668 1.42706
Cl 2.05578 -8.04588 2.63003
C 0.91163 -6.25973 0.98968
C 0.94383 -5.31622 0.00617
C 2.19169 -4.94578 -0.55401
O 2.34401 -4.05019 -1.51090
C 1.24270 -3.45432 -2.21441
C 0.69134 -2.22681 -1.50483
O 0.57123 -2.23290 -0.25605
O 0.35304 -1.24698 -2.21902
H 5.55732 -5.58538 -0.22550
H 4.82698 -4.04311 -0.72300
H 4.73269 -5.43582 -1.78544
H 4.25740 -6.97079 1.23427
H -0.02523 -6.55293 1.44625
H 0.03382 -4.83168 -0.31107
H 0.43826 -4.17782 -2.35985
H 1.63586 -3.15944 -3.17877
C -4.23714 -2.62696 -0.26319
C -3.60505 -2.37080 -1.47156
C -2.52079 -1.52009 -1.49221
N -2.05542 -0.92566 -0.37992
C -2.66374 -1.17920 0.79014
C -3.75519 -2.01876 0.88387
H -5.09648 -3.28413 -0.21964
H -3.94943 -2.81675 -2.39473
H -2.00253 -1.28908 -2.41218
H -2.26053 -0.67393 1.65785
H -4.21836 -2.18329 1.84645
```

Entry 2:
Entry from the OMol25 dataset: a structure of composition C30H42Br2N2P2W in a non-equilibrium geometry (ωB97M-V/def2-TZVPD).

- Multiplicity: 3
- Total charge: +4
- Lowest unoccupied orbital energy (spin up / spin down): -13.133 / -14.412 eV
- HOMO (spin up / spin down): -19.12 / -19.09 eV
- Kohn-Sham gap (spin up / spin down): 5.992 / 4.676 eV

```
79
C30H42Br2N2P2W ωB97M-V/def2-TZVPD
C 3.06818 4.47046 -1.38957
C 1.99316 3.82468 -2.03149
C 2.02253 3.83284 -3.44114
C 2.82486 4.78631 -4.08985
N 3.70727 5.53154 -3.42632
C 3.84049 5.39711 -2.10708
C 0.83786 3.31586 -1.27676
C -0.23012 3.14089 -0.69463
C -1.39078 2.48351 -0.14122
C -1.21789 1.27139 0.75859
C -2.51136 0.57804 1.10190
C -3.69226 1.07685 0.60556
C -3.81213 2.41291 0.24668
C -2.62418 3.12104 -0.06730
W -1.18341 -0.87022 0.56570
P 1.14948 -0.62346 -0.24277
H 1.47447 3.09068 -4.01801
H 3.31327 4.23275 -0.35672
H 2.75212 4.91457 -5.17275
H 4.58524 6.01381 -1.59467
H -2.77257 4.16717 -0.37232
H -0.74493 1.70632 1.64884
H -4.77981 2.90473 0.17979
H -2.61250 -0.49290 1.53750
C 1.90992 -2.29468 0.02594
C 3.24178 -2.57850 -0.68164
H 1.19560 -3.06343 -0.30759
H 2.03735 -2.44236 1.11244
H 3.52145 -3.62512 -0.49236
H 3.20196 -2.44821 -1.76882
H 4.06312 -1.95396 -0.31960
C 1.55446 -0.30416 -2.00714
C 2.83820 0.41080 -2.40369
H 0.70584 0.27107 -2.40176
H 1.55725 -1.27937 -2.51070
H 2.76795 0.65292 -3.47399
H 2.97341 1.36265 -1.88318
H 3.74444 -0.19586 -2.27459
C 2.19571 0.43490 0.83821
C 3.72129 0.28650 0.83519
H 1.87777 0.24253 1.87344
H 1.92471 1.47312 0.60037
H 4.15643 1.03069 1.51879
H 4.06777 -0.68700 1.20087
H 4.17183 0.44662 -0.14928
Br -5.01629 -0.39522 0.40112
P -2.03241 -1.77036 -1.56514
C -0.78385 -2.64527 -2.60529
C -1.23605 -3.93115 -3.28528
H 0.05446 -2.84902 -1.91405
H -0.40674 -1.90471 -3.33143
H -0.38383 -4.33230 -3.84215
H -1.53174 -4.69600 -2.56143
H -2.05439 -3.77794 -3.99714
C -3.02802 -3.02713 -0.67451
C -4.25638 -3.47017 -1.46904
H -3.34858 -2.63141 0.30497
H -2.40531 -3.90570 -0.45348
H -4.84699 -4.17612 -0.87544
H -4.91361 -2.63502 -1.72085
H -3.98972 -4.00220 -2.38747
C -2.95421 -0.56822 -2.59593
C -3.42976 -1.11582 -3.94320
H -2.26046 0.28105 -2.73440
H -3.78981 -0.17000 -1.99293
H -3.97805 -0.33279 -4.47705
H -2.58716 -1.39999 -4.58118
H -4.10410 -1.97367 -3.83862
Br 0.22653 -4.57613 3.54388
C -0.04823 -2.67968 3.61987
C 0.11558 -1.95306 4.79861
C 0.05485 -0.56664 4.76824
C -0.14978 0.10077 3.56461
N -0.46032 -0.63731 2.47392
C -0.42832 -2.02107 2.45959
H 0.28006 -2.48052 5.71784
H 0.18044 0.05917 5.63687
H -0.03694 1.17894 3.40342
H -0.57358 -2.57652 1.46512
```

Results for energy: -5035.0128; -7173.8563 (in a.u., following the order of the records).